(1)
Computed, not measured: a 2-piece molecular cluster, C6H8N2O3 overall in a non-equilibrium geometry, with the ωB97M-V functional and the def2-TZVPD basis.

Output
LUMO energy (alpha / beta)   0.08 / -1.51 eV
Calculated total energy   -15465.617 eV
HOMO (alpha / beta)   -8.676 / -8.645 eV
HOMO-LUMO gap (alpha / beta)   8.760 / 7.130 eV
Relative energy (zero: lowest compared OMol25 entry of this formula, charge and spin)   214.9 kcal per mole

Cartesian coordinates (Å):
C: -1.224 1.380 0.274
C: -1.717 0.777 1.291
C: -0.006 0.784 -0.447
C: -1.365 -0.610 1.675
C: 0.535 -0.554 0.109
C: -0.697 -1.367 0.551
N: 0.461 1.650 -1.323
N: 2.478 -0.227 -2.456
O: 1.358 1.977 -2.118
O: 2.946 -1.314 -2.573
O: 2.936 0.832 -2.181
H: -1.344 2.430 0.075
H: -2.266 1.341 1.983
H: -0.607 -0.483 2.427
H: -2.230 -1.015 1.953
H: 1.105 -1.077 -0.723
H: 1.311 -0.527 0.907
H: -0.402 -2.417 0.979
H: -1.272 -1.578 -0.402

---

(2)
Computed, not measured: a 2-piece molecular cluster, C6H8N2O3 overall in a non-equilibrium geometry, with the ωB97M-V functional and the def2-TZVPD basis.

Output
LUMO energy   0.21 eV
Calculated total energy   -15467.680 eV
HOMO   -8.913 eV
HOMO-LUMO gap   9.121 eV
Relative energy (zero: lowest compared OMol25 entry of this formula, charge and spin)   167.3 kcal per mole

Cartesian coordinates (Å):
C: -0.710 -1.663 -0.571
C: 0.398 0.514 -0.918
C: 1.653 0.223 -0.180
C: 1.424 -0.026 1.362
C: 1.536 -0.019 2.584
C: -0.715 1.531 -0.421
H: -2.616 -0.673 0.907
H: -1.454 -2.237 1.141
H: -0.332 -0.943 -2.393
H: 0.667 1.160 -1.895
H: 2.639 0.857 -0.222
H: 2.147 -0.597 -0.841
H: 1.565 -0.514 3.629
H: -1.409 3.421 -0.248
N: -1.390 -1.354 0.728
N: -0.371 -0.746 -1.358
O: -0.779 -2.843 -1.103
O: -0.486 2.896 -0.260
O: -1.766 1.013 0.060

---

(3)
Computed, not measured: one molecule with the formula C6H8N2O3S, with the ωB97M-V functional and the def2-TZVPD basis.

Output
LUMO energy   0.58 eV
Calculated total energy   -26308.316 eV
HOMO   -9.142 eV
HOMO-LUMO gap   9.720 eV
Structure (SMILES)   O=COCCCSc1nnco1
Relative energy (zero: lowest compared OMol25 entry of this formula, charge and spin)   32.8 kcal per mole

Cartesian coordinates (Å):
O: 2.740 -2.073 -0.589
C: 2.881 -1.654 0.516
O: 2.882 -0.366 0.862
C: 2.238 0.517 -0.061
C: 0.721 0.424 0.057
C: 0.134 1.639 -0.635
S: -1.677 1.784 -0.786
C: -2.379 0.338 -0.125
N: -1.947 -0.583 0.671
N: -3.009 -1.450 0.863
C: -3.992 -0.978 0.183
O: -3.672 0.159 -0.481
H: 3.030 -2.310 1.375
H: 2.553 0.317 -1.082
H: 2.594 1.515 0.182
H: 0.474 0.390 1.111
H: 0.413 -0.498 -0.420
H: 0.466 2.532 -0.113
H: 0.531 1.689 -1.647
H: -4.980 -1.393 0.119

---

(4)
Computed, not measured: a 2-piece molecular cluster, C6H8N2O4 overall in a non-equilibrium geometry, with the ωB97M-V functional and the def2-TZVPD basis.

Output
LUMO energy   0.53 eV
Calculated total energy   -17521.798 eV
HOMO   -9.341 eV
HOMO-LUMO gap   9.870 eV
Structure (SMILES)   O=c1cc[nH]c(=O)[nH]1.CC(=O)O
Relative energy (zero: lowest compared OMol25 entry of this formula, charge and spin)   37.5 kcal per mole

Cartesian coordinates (Å):
O: -3.190 2.904 -1.964
C: -2.545 2.166 -1.270
C: -3.232 1.169 -0.349
C: -2.401 0.233 0.307
N: -0.992 0.268 0.099
C: -0.344 1.052 -0.884
O: 0.802 1.016 -1.217
N: -1.198 1.961 -1.444
H: -4.322 0.993 -0.404
H: -2.958 -0.863 0.701
H: -0.269 -0.388 0.430
H: -0.940 2.484 -2.213
C: 3.176 -2.185 1.663
C: 2.293 -1.372 0.903
O: 1.104 -1.195 1.300
O: 2.690 -0.772 -0.301
H: 2.645 -2.807 2.255
H: 3.884 -2.610 0.872
H: 3.911 -1.721 2.205
H: 1.884 -0.332 -0.689

---

Question: The highest calculated total energy belongs to which entry?
Answer: number 1

---

Repeat the second record exactly.
Computed, not measured: a 2-piece molecular cluster, C6H8N2O3 overall in a non-equilibrium geometry, with the ωB97M-V functional and the def2-TZVPD basis.

Output
LUMO energy   0.21 eV
Calculated total energy   -15467.680 eV
HOMO   -8.913 eV
HOMO-LUMO gap   9.121 eV
Relative energy (zero: lowest compared OMol25 entry of this formula, charge and spin)   167.3 kcal per mole

Cartesian coordinates (Å):
C: -0.710 -1.663 -0.571
C: 0.398 0.514 -0.918
C: 1.653 0.223 -0.180
C: 1.424 -0.026 1.362
C: 1.536 -0.019 2.584
C: -0.715 1.531 -0.421
H: -2.616 -0.673 0.907
H: -1.454 -2.237 1.141
H: -0.332 -0.943 -2.393
H: 0.667 1.160 -1.895
H: 2.639 0.857 -0.222
H: 2.147 -0.597 -0.841
H: 1.565 -0.514 3.629
H: -1.409 3.421 -0.248
N: -1.390 -1.354 0.728
N: -0.371 -0.746 -1.358
O: -0.779 -2.843 -1.103
O: -0.486 2.896 -0.260
O: -1.766 1.013 0.060

---

Question: Which of these has the highest calculated total energy?
Answer: number 1

---

Question: Which of these has the lowest calculated total energy?
Answer: C6H8N2O3S